1.
DFT (ωB97M-V with the def2-TZVPD basis set) results for a cluster of 9 separate species, C16H48BF4O8 in total in a non-equilibrium geometry.

For the total energy, the calculation gives -1664.9197 a.u. As for the relative energy (zero: lowest compared OMol25 entry of this formula, charge and spin): 0.00 kcal/mol. Its LUMO energy is 2.75 eV. As for the frontier orbital gap: 9.82 eV. Its total charge is -1.

Each line ends with the Löwdin charge.
Atoms and positions in Å:
H 3.118 1.792 1.569  0.09
H -0.093 -1.950 -2.773  0.06
O 2.366 -2.990 -3.303  -0.09
C -1.132 -1.219 5.723  -0.09
F 0.740 -0.939 1.675  0.14
H -2.349 3.052 0.807  0.06
O -1.211 0.201 3.840  -0.08
O 3.211 0.020 2.635  -0.09
H -0.261 4.551 -3.236  0.07
O 0.197 -3.519 1.545  -0.07
C -2.513 0.354 -2.374  -0.34
C -3.236 -0.573 -1.442  -0.07
O -0.293 2.448 -1.405  -0.07
H 1.196 -3.597 -4.984  0.10
H -2.357 -4.050 0.529  0.07
H -1.839 -3.618 -1.043  0.06
H 0.079 1.961 -0.666  0.05
H -3.928 1.110 1.187  0.10
H -4.304 -0.361 -1.402  0.08
C 3.575 0.136 -1.244  -0.31
H 1.691 -0.293 -1.330  0.05
C 4.850 -0.099 -2.069  -0.08
H 1.265 4.079 -3.850  0.07
H 1.338 -1.922 -4.749  0.10
H -0.843 -2.939 -4.043  0.08
H 4.407 1.608 2.829  0.11
H -2.788 0.115 -3.401  0.11
H 2.385 -2.197 -2.762  0.03
H -2.708 2.798 2.424  0.07
H 0.010 -3.680 -2.648  0.07
C -4.301 2.133 1.158  -0.34
H -5.038 2.146 1.961  0.11
H -3.134 -1.549 -1.917  0.07
H 4.748 0.311 -3.074  0.07
H 1.360 3.678 -1.435  0.11
H -1.709 -2.479 0.305  0.06
C 0.379 3.678 -3.358  -0.07
H 5.081 -1.162 -2.126  0.07
C -0.428 -0.854 4.394  -0.30
H -2.810 -0.513 -0.440  0.06
H 0.247 -2.563 1.474  0.03
H 1.338 1.941 3.335  0.07
C 3.363 1.433 2.568  -0.30
H -0.742 -2.166 6.098  0.06
H 1.521 2.196 -2.328  0.10
H -2.197 -1.379 5.554  0.07
H 0.489 -3.460 -0.423  0.10
C 0.007 -2.860 -3.365  -0.10
H -1.145 0.129 2.885  0.02
H 2.569 3.084 3.772  0.06
C -3.193 3.098 1.495  -0.08
F -1.163 0.152 1.209  0.21
C 1.258 -2.853 -4.189  -0.32
H 5.736 0.370 -1.640  0.07
H 0.619 -0.582 4.533  0.10
F 0.120 -0.727 -0.380  0.18
H 3.442 1.191 -1.008  0.10
H -3.645 4.090 1.495  0.07
C 0.810 2.977 -2.063  -0.31
H -2.048 2.069 -1.802  0.05
H -4.186 2.080 -0.779  0.03
F 0.789 1.110 0.765  0.18
H 2.305 -0.154 2.372  0.03
O -4.833 2.349 -0.123  -0.08
H -1.434 0.200 -2.382  0.10
C -0.160 -3.965 0.292  -0.34
B 0.096 -0.067 0.814  -1.45
C -1.563 -3.517 0.006  -0.08
O -2.856 1.670 -2.134  -0.07
H -1.029 -0.431 6.469  0.06
O 2.466 -0.456 -1.872  -0.07
H -0.004 -5.039 0.187  0.11
H -0.046 2.944 -4.042  0.08
H 3.892 -0.337 -0.315  0.11
H -0.482 -1.778 3.819  0.10
H 2.546 1.564 4.587  0.07
C 2.389 2.021 3.610  -0.08

2.
DFT (ωB97M-V with the def2-TZVPD basis set) results for a structure of composition C32H39CaN5 in a non-equilibrium geometry.

For the total energy, the calculation gives -2194.0243 a.u. As for the relative energy (zero: lowest compared OMol25 entry of this formula, charge and spin): 0.00 kcal/mol. Its LUMO energy (spin up / spin down) is 4.25 / 4.11 eV. As for the frontier orbital gap (spin up / spin down): 1.88 / 2.02 eV. Its total charge is -2.

Each line ends with the Löwdin charge.
Atoms and positions in Å:
C -2.393 -0.982 3.085  -0.15
C -3.518 -0.505 1.268  -0.15
C 3.223 2.470 -0.099  -0.07
H -1.030 -5.195 -0.725  0.07
C 0.021 -3.227 1.906  -0.52
N 2.065 -0.885 -2.239  -0.07
H 0.746 1.788 4.815  0.07
H 2.877 2.996 -0.997  0.05
H -0.277 0.496 4.158  0.05
C 3.352 -1.390 -2.492  -0.15
H 3.798 1.584 -0.407  0.07
H 1.454 0.219 4.362  0.07
N -4.426 -0.729 2.262  -0.15
H -3.824 -0.257 0.253  0.12
C 1.719 -1.242 -0.938  -0.30
C 0.060 -3.914 0.621  -0.10
H 0.121 4.366 -0.320  0.07
Ca 0.165 -0.313 0.892  1.17
C -1.308 2.515 -5.357  -0.08
H 1.388 -2.195 3.151  -0.07
H -6.167 -0.490 1.121  0.08
C 0.837 -2.148 2.205  -0.25
H -2.959 -5.460 0.920  0.03
H -0.877 2.942 -0.679  0.06
H -1.804 -1.337 -2.236  0.07
H 3.740 1.195 3.491  0.07
H 3.293 -0.338 2.700  0.07
H -1.544 -1.280 3.684  0.08
C -2.075 -4.877 1.158  -0.19
H -1.631 1.970 -6.256  0.07
H -1.765 1.980 2.934  0.05
C 1.255 -0.061 -3.057  -0.12
C -2.000 -4.253 2.420  -0.27
C 0.983 1.487 2.705  -0.34
C -3.719 -1.005 3.422  -0.08
H -6.312 -1.661 2.467  0.08
C 1.805 1.079 -3.672  -0.20
C -0.417 1.668 -4.494  -0.30
H -0.781 3.417 -5.682  0.06
H 3.372 2.513 -3.486  0.07
H 3.842 -1.327 -3.446  0.08
C 0.710 0.973 4.072  -0.08
C -0.945 0.557 -3.830  -0.03
H -0.245 -1.830 -1.530  0.03
C -0.746 -1.523 -2.467  -0.06
C 3.254 1.426 -3.602  -0.07
C -1.018 -4.699 0.249  -0.17
H 3.783 0.947 -2.774  0.05
H 3.932 3.145 0.417  0.07
C -5.880 -0.698 2.157  -0.06
H -6.303 0.075 2.814  0.08
N -0.992 -3.502 2.807  0.02
N 2.722 -1.901 -0.404  0.00
H 0.727 3.097 -1.401  0.05
C 3.735 -2.023 -1.341  -0.19
H -2.017 0.355 -3.899  0.11
H 0.962 -3.769 0.017  0.07
C 0.154 3.275 -0.480  -0.08
H -4.201 -1.192 4.368  0.10
C 2.219 1.392 2.007  -0.29
H -1.897 2.947 1.459  0.06
H -2.217 2.810 -4.818  0.07
H 4.278 0.858 1.829  0.06
C 3.443 0.742 2.531  -0.07
H 3.767 1.148 -4.535  0.08
C 0.746 2.547 0.671  -0.30
H -1.179 3.648 2.917  0.07
C -0.132 -0.314 -3.100  -0.19
C -1.253 2.727 2.319  -0.08
H 1.352 2.870 -4.789  0.11
C 2.092 2.105 0.786  -0.27
H 4.633 -2.570 -1.132  0.06
C 0.944 1.953 -4.351  -0.03
H -0.712 -2.393 -3.143  0.09
N -2.266 -0.649 1.737  0.01
C 0.081 2.241 1.892  -0.34
H -2.821 -4.391 3.131  0.07

3.
DFT (ωB97M-V with the def2-TZVPD basis set) results for a cluster of 3 separate species, C2H9OS in total in a non-equilibrium geometry.

For the total energy, the calculation gives -554.6337 a.u. As for the relative energy (zero: lowest compared OMol25 entry of this formula, charge and spin): 73.00 kcal/mol. Its LUMO energy is -6.58 eV. As for the frontier orbital gap: 9.05 eV. Its total charge is +1.

Each line ends with the Löwdin charge.
Atoms and positions in Å:
H -0.824 -0.663 -3.546  0.13
S -1.319 -0.033 -0.253  1.16
H 2.274 -1.705 6.216  0.00
H -1.913 -1.330 -2.673  0.10
O 0.275 2.848 0.424  -0.05
C -0.335 -0.521 -1.459  -0.41
C -0.849 -1.181 -2.596  -0.14
H -0.492 -2.157 -2.705  0.10
H 1.223 3.082 0.369  0.08
H 0.797 -0.240 -1.555  0.16
H 2.416 -2.414 6.433  0.00
H -0.301 3.427 0.844  0.01
H -0.953 0.887 0.501  -0.14

4.
DFT (ωB97M-V with the def2-TZVPD basis set) results for a structure of composition C19H29BeN3O2P in a non-equilibrium geometry.

For the total energy, the calculation gives -1412.2272 a.u. As for the relative energy (zero: lowest compared OMol25 entry of this formula, charge and spin): 13.87 kcal/mol. Its LUMO energy is -2.21 eV. As for the frontier orbital gap: 9.93 eV. Its total charge is +1.

Each line ends with the Löwdin charge.
Atoms and positions in Å:
H -1.998 -2.779 -0.490  0.03
C 1.338 -5.816 0.324  -0.08
C -0.085 3.641 1.806  -0.03
H -4.380 0.375 -1.967  0.04
H -0.281 4.641 2.071  0.06
H -2.639 3.107 2.466  0.09
Be -0.439 0.863 0.123  0.11
C 0.860 -3.462 0.622  -0.23
C -3.491 -0.608 0.873  -0.14
H -0.158 3.626 -1.111  0.08
H 5.914 1.436 0.039  0.10
H -3.840 0.350 1.254  0.06
O -1.040 -0.340 -0.778  -0.32
H 2.763 -4.073 -2.177  0.11
C 2.213 -4.149 -1.234  -0.05
H 1.646 -2.067 -0.732  0.12
H 3.291 0.971 -2.543  0.12
H -3.187 1.677 -1.359  0.06
H -1.835 3.961 -1.126  0.06
H -0.134 3.157 2.758  0.08
H 0.951 3.605 1.388  0.09
H -0.793 5.050 -0.378  0.11
H -2.949 -1.079 1.708  0.06
C -3.363 0.681 -1.821  -0.11
C 3.987 1.224 -0.440  -0.29
C -2.622 -2.343 -1.231  -0.14
H 1.227 -6.860 0.702  0.13
H 5.594 1.300 -1.625  0.14
N -0.104 -1.605 2.124  0.19
C 0.739 -4.822 1.043  -0.02
H -2.839 0.595 -2.773  0.05
C 3.442 1.041 0.858  0.02
N 5.263 1.566 -0.684  0.16
C 2.109 -5.517 -0.809  -0.04
C -1.002 3.960 -0.483  -0.03
P -2.555 -0.615 -0.716  0.75
H -2.113 -2.613 -2.168  0.08
C 1.736 0.919 -1.219  -0.09
C 1.595 -3.160 -0.502  -0.05
C 0.322 -2.416 1.436  -0.18
C -1.209 3.227 0.820  -0.65
C 3.059 1.057 -1.489  0.00
H 1.731 0.635 2.045  0.13
H 0.980 0.836 -1.995  0.13
H -3.570 -2.856 -1.228  0.06
H 2.621 -6.257 -1.404  0.10
H 0.173 -5.147 1.866  0.11
H -4.373 -1.137 0.560  0.05
H -3.411 3.380 0.939  0.08
H -2.621 4.674 1.745  0.07
H 4.023 0.988 1.756  0.12
C 2.094 0.841 1.042  -0.10
O -1.352 1.866 0.569  -0.17
C -2.521 3.644 1.511  -0.03
N 1.233 0.828 0.032  0.02

5.
DFT (ωB97M-V with the def2-TZVPD basis set) results for a structure of composition C31H53BrNO3P3Sn in a non-equilibrium geometry.

For the total energy, the calculation gives -5305.1559 a.u. As for the relative energy (zero: lowest compared OMol25 entry of this formula, charge and spin): 0.00 kcal/mol. Its LUMO energy (spin up / spin down) is -8.02 / -9.49 eV. As for the frontier orbital gap (spin up / spin down): 4.58 / 3.12 eV. Its total charge is +2.

Each line ends with the Löwdin charge.
Atoms and positions in Å:
Br -1.707 -0.653 1.345  0.92
P -1.124 2.200 4.550  0.88
H -2.265 2.602 -1.637  0.09
H -1.765 3.571 1.854  0.09
C -0.652 -2.647 -3.460  -0.44
H -5.211 1.448 5.808  0.09
H -2.793 2.004 -4.342  0.08
H -2.043 0.704 -5.275  0.08
C 7.088 -1.734 0.531  0.01
C -3.814 -2.733 -3.270  -0.15
C 8.847 -0.848 -1.366  -0.11
Sn 3.595 0.315 -2.061  1.43
C 0.168 -0.650 1.452  -0.62
H 0.454 1.483 1.714  0.10
H -1.238 -0.664 3.674  0.00
H -0.628 -2.581 5.054  0.08
C 4.000 -0.723 -0.123  -0.25
C -0.979 -1.669 5.549  -0.06
H -3.033 1.822 6.918  0.12
C 8.472 -1.942 0.615  -0.10
C -3.182 -1.984 -2.097  -0.42
H 1.545 1.659 -1.835  -0.03
H -2.966 -4.852 -1.427  0.07
C -1.318 3.110 -1.394  -0.36
C -0.812 1.381 -3.614  -0.38
H 2.272 4.110 -3.637  0.09
C 2.286 0.481 1.147  -0.04
C -1.837 1.631 -4.730  -0.13
H -3.632 -2.311 -1.145  0.08
H -2.211 4.610 -0.108  0.06
H 1.323 -2.938 -2.537  0.05
H 1.521 3.370 -1.312  0.10
C 0.838 -1.888 1.376  -0.09
H 2.906 1.382 1.180  0.13
H -0.837 2.561 -0.570  0.09
C -3.383 2.450 6.094  -0.26
C 2.472 3.103 -3.253  -0.22
H 2.448 2.419 -4.112  0.07
H 0.605 -4.419 -3.212  0.08
P -0.227 2.959 -2.881  1.21
H -3.881 3.330 6.514  0.12
H 2.731 -2.882 1.029  0.14
H 6.442 -2.111 1.322  0.12
H -3.377 -0.902 -2.186  0.05
C -4.327 1.691 5.211  -0.08
H -0.556 -1.726 -4.054  0.05
H -1.469 2.366 -5.456  0.08
C -2.559 3.051 2.413  -0.30
C 6.560 -1.019 -0.567  -0.24
H -0.183 -3.784 -0.613  0.06
C 0.709 -3.335 -3.355  -0.15
H -4.907 -2.664 -3.183  0.08
H -1.509 -5.137 -2.412  0.07
H 7.147 -0.051 -2.435  0.10
C 2.881 -0.736 0.741  -0.28
H 8.898 -2.480 1.461  0.12
H -4.145 3.315 1.020  0.09
H -1.246 0.777 -2.802  0.06
H 0.283 -2.807 1.530  0.11
H 0.347 -0.375 4.421  0.11
H 3.489 3.084 -2.849  0.04
H -3.561 -3.801 -3.280  0.06
H -0.669 5.127 -0.823  0.08
H -3.903 0.740 4.871  0.07
H -0.424 -1.544 6.484  0.09
H -4.668 2.287 4.359  0.07
H 9.572 -0.503 -2.105  0.12
H -1.388 -3.281 -3.962  0.07
H -1.731 -3.355 0.121  0.04
H -2.144 5.087 -1.815  0.09
C 2.200 -1.934 1.072  0.02
H -3.538 -2.297 -4.238  0.07
C -1.596 4.569 -1.016  -0.13
P -1.339 -2.085 -1.852  0.89
O -2.213 3.013 5.441  -0.34
H -4.313 1.852 2.012  0.08
H 0.073 0.858 -4.006  0.09
C -1.871 -4.895 -1.405  -0.13
H -1.600 -5.738 -0.757  0.08
C 0.928 0.534 1.457  -0.09
H -3.019 3.765 3.116  0.12
C 7.484 -0.592 -1.551  -0.01
C 1.442 2.708 -2.187  -0.46
C 5.161 -0.697 -0.689  -0.20
O -1.254 0.691 5.262  -0.33
H -2.047 -1.778 5.763  0.09
H -3.133 1.895 0.679  0.02
N 9.318 -1.500 -0.310  0.09
C -3.595 2.486 1.479  -0.10
H 1.265 -3.186 -4.286  0.07
C -0.727 -0.493 4.636  -0.35
C -1.249 -3.624 -0.832  -0.45
O -1.970 1.945 3.146  -0.43

6.
DFT (ωB97M-V with the def2-TZVPD basis set) results for an isolated molecule of C6H10OS in a non-equilibrium geometry.

For the total energy, the calculation gives -707.9372 a.u. As for the relative energy (zero: lowest compared OMol25 entry of this formula, charge and spin): 70.93 kcal/mol. Its LUMO energy is 0.69 eV. As for the frontier orbital gap: 9.55 eV. Its SMILES is C=C(C)OC(=C)CS.

Each line ends with the Löwdin charge.
Atoms and positions in Å:
H -2.573 0.395 1.967  0.07
C 1.351 0.183 0.714  -0.50
C 0.543 1.079 -0.154  -0.49
H -0.040 2.877 -1.274  0.10
H 2.294 0.652 0.879  0.08
H -1.485 -2.138 -0.687  0.08
H 0.768 -0.042 1.610  0.06
C -1.525 -0.001 0.105  -0.37
C -1.651 0.576 1.351  0.05
H 2.330 -1.971 0.860  -0.11
O -0.522 0.450 -0.755  -0.12
S 1.508 -1.407 -0.108  0.75
H 1.522 2.808 -0.159  0.04
C -2.210 -1.238 -0.574  -0.03
H -3.066 -1.647 0.020  0.08
H -0.765 1.405 1.477  0.11
H -2.392 -1.090 -1.652  0.07
C 0.734 2.345 -0.656  0.12

Look up the relative energy (zero: lowest compared OMol25 entry of this formula, charge and spin) of the sixth one. 70.93 kcal/mol

Which value of relative energy (zero: lowest compared OMol25 entry of this formula, charge and spin) does entry 1 give? 0.00 kcal/mol

Among the records above, which one has the lowest total energy? C31H53BrNO3P3Sn